[1]
12
Properties=species:S:1:pos:R:3 method="wB97M-V/def2-TZVPD" relative_energy_kj_mol=285.82 homo_energy_ev="-8.48 / -8.48"
C -0.078 -0.698 0.111
C 0.997 0.987 -1.393
C -0.197 -0.471 1.526
O -0.029 1.762 -1.517
Cl 1.380 -0.246 -2.486
Cl -1.275 0.809 2.019
Br -1.694 -0.517 -0.794
Br -0.943 -2.152 2.522
H 0.290 -1.731 -0.062
H 1.838 1.414 -0.672
H 0.669 -0.407 2.205
H -0.960 1.250 -1.459

=====

[2]
11
Properties=species:S:1:pos:R:3 method="wB97M-V/def2-TZVPD" relative_energy_kj_mol=455.46 homo_energy_ev="-7.92 / -7.92"
C 0.428 0.139 0.608
C 1.398 -0.120 -0.893
C -1.844 -0.144 0.187
O -0.705 -0.531 0.618
O 0.633 -0.072 -1.874
Br -2.378 1.665 0.153
Br -3.257 -1.346 0.071
H 1.082 -0.355 1.358
H 0.630 1.177 0.916
H 2.079 0.679 -0.668
H 1.935 -1.093 -0.478

=====

[3]
11
Properties=species:S:1:pos:R:3 method="wB97M-V/def2-TZVPD" relative_energy_kj_mol=215.74 homo_energy_ev=-9.14
C -0.136 0.037 -0.449
C 0.690 0.729 0.588
C 2.727 -0.211 0.577
F 3.068 -0.144 1.880
Br 0.940 2.581 0.272
Br 3.953 0.807 -0.550
Br 2.516 -2.158 0.087
H -0.438 0.579 -1.257
H 0.383 -0.829 -0.800
H -1.080 -0.253 -0.041
H 0.686 0.382 1.677

=====

[4]
9
Properties=species:S:1:pos:R:3 method="wB97M-V/def2-TZVPD" smiles=C#CCl.CBr relative_energy_kj_mol=224.11 homo_energy_ev=-10.05
C 1.429 -1.428 0.079
C 2.008 -0.410 0.272
C -1.392 0.730 0.099
Cl 2.590 1.112 0.367
Br -1.850 -0.140 -1.646
H 1.259 -2.420 -0.112
H -1.073 0.004 0.689
H -0.634 1.380 -0.240
H -2.337 1.172 0.491

=====

[5]
12
Properties=species:S:1:pos:R:3 method="wB97M-V/def2-TZVPD" smiles=COP(Cl)Cl.C#CBr relative_energy_kj_mol=0.00 homo_energy_ev=-9.84
C 2.737 2.797 -1.953
C 2.778 1.592 -1.934
C -1.759 -1.315 2.119
O -1.833 -0.476 0.972
P -0.493 -0.572 -0.028
Cl -1.084 -1.972 -1.393
Cl -0.858 1.086 -1.107
Br 2.950 -0.213 -1.955
H 2.688 3.788 -1.795
H -2.577 -0.957 2.849
H -0.665 -1.327 2.471
H -1.882 -2.432 1.755

=====

[6]
10
Properties=species:S:1:pos:R:3 method="wB97M-V/def2-TZVPD" smiles="C=C[C@@](O)(Cl)Br" relative_energy_kj_mol=102.62 homo_energy_ev=-10.19
C 0.127 -0.473 -1.597
C -0.601 -0.317 -0.506
C -0.089 0.199 0.801
O 1.284 0.166 0.819
Cl -0.618 1.849 0.855
Br -0.804 -0.685 2.514
H -0.539 -0.618 -2.443
H 1.188 -0.393 -1.635
H -1.644 -0.403 -0.483
H 1.695 0.674 1.674